Record 1
8
Properties=species:S:1:pos:R:3:forces:R:3 method="wB97M-V/def2-TZVPD" de_lowest_kj_mol=443.5 e_homo_ev=-8.630 spin_multiplicity=1 smiles=[NH3+][O-].C#N gap_ev=9.54
H 0.8987 -0.6726 -1.3010 -0.11 -0.86 0.09
N 0.4249 1.4247 0.8633 0.06 0.89 0.46
O -0.7894 -1.2755 -0.2592 0.72 0.35 -0.23
H -0.1744 -0.1039 2.4277 0.11 1.93 -1.31
C 0.0380 0.7592 1.7108 -0.13 -2.53 1.42
H -0.5176 -0.2109 -1.9374 -0.11 0.37 0.41
N -0.0566 -0.3950 -1.0379 0.35 0.32 0.35
H 0.1764 0.4739 -0.4663 -0.87 -0.46 -1.19

Record 2
173
Properties=species:S:1:pos:R:3:forces:R:3 method="wB97M-V/def2-TZVPD" de_lowest_kj_mol=383.8 e_homo_ev=-8.629 spin_multiplicity=1 smiles=COC[C@H](C)N.COC[C@H](C)N.COC[C@H](C)N.COC[C@H](C)N.COC[C@H](C)N.COC[C@H](C)N.COC[C@H](C)N.COC[C@H](C)N.COC[C@H](C)N.COC[C@H](C)N.O gap_ev=8.98
C -0.1128 -0.7578 -5.8746 -0.55 -0.66 0.61
H 5.1602 5.0555 -3.3249 -0.09 0.49 -0.03
H 5.6094 -3.9505 -0.8812 0.27 -0.37 0.06
H -1.0106 0.8738 2.4115 0.47 -0.70 0.15
H 6.7982 5.3603 -2.7946 0.30 -0.95 0.31
H 4.6956 -2.8219 -3.4404 -0.23 0.03 -0.19
H -0.0265 0.2894 -5.5844 -0.29 0.22 0.61
H -0.1028 2.3968 0.9302 0.43 -0.03 -0.45
H 5.5034 -0.3193 -8.0021 0.65 0.84 -0.55
H -5.1557 1.2699 4.3623 0.07 0.79 -0.48
N 3.1360 5.4756 4.6034 1.59 -0.35 0.72
O -0.1409 4.0529 3.6361 0.66 1.00 0.64
C -9.5226 2.5647 -0.0830 -2.13 0.01 0.36
H 2.1833 -3.3310 2.5000 0.34 -0.02 0.39
O 0.7618 0.1754 0.4801 0.46 1.58 0.34
H -1.3916 -3.6524 -4.6219 -0.01 0.06 0.36
H 0.6178 -1.5391 -3.3213 0.00 0.39 0.04
C 0.1081 -0.2603 -8.2046 0.46 0.27 2.14
H 5.2732 -1.2781 -2.7877 -0.34 0.02 0.12
H 2.5621 -0.6102 -0.1342 -0.10 0.50 -0.49
H 3.5217 -1.3526 -6.7874 -0.04 0.65 -0.20
H 7.1652 -0.5394 -7.2072 -0.16 -0.10 -0.47
H -9.9768 3.2393 -0.8087 0.51 -0.03 -0.92
C -7.7792 1.4166 3.7960 -0.39 -0.31 0.44
H -7.7524 2.7419 -1.9288 -0.20 0.03 -0.33
O -8.1679 2.6574 0.0887 1.15 0.12 -0.27
H 2.7022 2.4313 0.1762 -0.53 -0.50 0.02
C -3.2588 -3.2689 0.0601 1.75 -0.31 0.14
C 3.2705 -4.7482 0.3470 0.05 -0.34 0.04
H 1.3837 6.3418 4.1099 -0.63 -0.27 0.29
O 5.7225 -0.6029 -0.5824 -0.11 0.56 0.66
H 7.6193 -2.1885 0.5215 -0.09 0.27 0.18
O -0.7372 -0.7809 -7.1460 -0.40 -0.50 -1.31
H 4.3203 4.4270 -0.4187 0.33 0.39 0.24
H -7.8907 3.5430 6.6709 0.52 0.16 -0.38
C -5.9816 2.2257 -0.7875 0.01 -1.83 1.32
H -0.6994 2.2835 4.4302 0.26 -0.42 0.35
H 4.6569 -0.0374 -4.7550 0.37 0.16 -0.36
H 1.9025 3.8784 -0.4242 -0.18 0.06 0.30
N 3.5815 1.8025 -2.3586 0.46 0.12 -0.74
H -2.3311 -2.8890 -0.3680 0.17 0.43 -0.06
H -4.8977 1.9021 -2.4150 0.34 -0.02 -0.45
H 2.9755 5.2209 5.5674 0.16 0.14 0.36
C 4.6111 3.5162 -0.9422 -0.90 1.17 -0.91
H 3.4246 -4.6471 -0.7273 -0.25 0.61 0.07
H -1.9997 3.2427 3.9597 -0.15 0.69 0.12
N 2.8797 -0.9262 -4.1864 -0.76 -0.35 0.39
H 5.5137 5.9021 -1.7831 -0.35 -0.32 0.34
H 1.0104 -0.8716 -8.2201 0.10 -0.12 -0.44
H -6.7951 2.0862 6.4682 0.67 0.68 0.21
H -6.6708 3.1506 4.3849 -0.11 0.47 -0.52
N 1.7441 -5.5009 4.3044 0.78 0.88 -0.70
C -5.5811 0.3848 3.8892 0.54 1.23 0.44
H -3.7366 -3.7488 -0.7940 -0.47 -0.02 0.39
C -2.8269 -4.3312 1.1256 -0.72 1.39 -1.54
H -5.9397 1.7849 0.2086 0.22 0.04 0.39
C -5.2956 3.5465 -0.7674 -0.28 1.47 -0.11
H -10.1160 2.8813 0.7748 0.71 -0.15 0.77
H -3.7943 -5.7281 2.1274 -0.13 -0.81 -0.03
C 3.3718 3.0821 -1.7219 -0.57 -0.93 1.43
H -1.9822 -1.3883 -4.9323 -0.13 0.39 0.01
H 1.3659 -7.6567 2.5994 -0.29 0.03 0.31
H -8.3838 1.8975 6.4803 -0.85 0.06 -0.30
H -4.9383 -0.3314 4.4010 -0.83 -0.97 -0.14
N -8.7329 3.6696 4.2185 -0.33 -0.33 -1.10
H 6.0984 -1.9703 -4.1227 -0.02 -0.18 -0.22
C -1.3904 1.0034 1.3981 -0.13 -1.91 0.33
H 5.6428 -3.9805 1.5647 -0.08 -0.93 -0.70
H -2.7663 -2.0598 4.8075 0.24 -0.02 0.33
H -1.2436 3.0459 1.7320 -0.62 -0.09 0.32
C 5.8029 5.0859 -2.4451 -1.13 -1.40 0.04
H 1.3027 5.3276 1.8417 -0.01 -0.01 -0.18
H 4.0849 -4.2815 0.9011 -0.31 0.61 -0.08
H -4.2862 -4.3002 2.3459 -0.97 0.48 0.17
C 1.4923 -0.7552 -0.2847 -0.98 -1.00 0.81
H -3.3671 1.3904 2.1815 -0.07 -0.35 0.36
H 3.4815 -5.8060 0.5041 -0.64 -0.42 0.31
C 4.2763 -1.7091 -6.0863 0.51 -0.18 0.37
H -9.8212 1.5349 -0.2791 -0.15 -0.18 -0.31
H -8.8131 1.1008 3.9355 -0.03 -0.50 0.32
H -8.8950 4.4612 4.8245 1.19 0.30 0.28
H 6.9140 0.7419 0.5826 -0.38 0.03 0.18
H 7.4608 -4.0037 -0.8120 -0.42 -0.87 0.02
H -7.7953 1.1082 -1.2165 0.09 -0.24 -0.08
H 0.4087 0.7229 -7.8425 0.27 0.37 -0.28
N -5.2053 1.3211 -1.6482 -0.37 0.45 -0.39
O -2.5539 -2.7771 3.0051 -0.54 -0.74 -2.47
H -0.3159 -0.1160 -9.1983 -0.62 -0.60 0.40
H 2.9033 -0.3962 -3.3270 0.12 0.00 0.32
H -5.8825 4.3150 -0.2643 -0.37 0.02 -0.27
H -0.8271 -0.9901 0.6169 -0.73 -0.23 0.19
H -9.6437 3.2532 4.3493 -0.12 -0.91 -0.38
H -0.9738 0.2355 -0.6350 -0.19 0.28 -0.14
C 1.6737 -4.2114 2.1084 1.44 -1.61 0.24
H 1.0831 4.0053 5.3751 -0.45 0.44 0.22
O -2.2115 2.3812 -1.7837 0.03 0.05 -0.86
H 1.1159 -0.8547 -1.3028 0.51 0.55 -0.31
H 5.9537 0.4594 -6.4681 -0.36 -0.14 0.42
H 3.1170 -5.8489 2.7178 -0.06 -0.06 -0.40
C 6.5492 -3.4068 -0.7850 0.70 -0.31 -1.01
C -1.0185 3.3258 4.4271 -0.41 -1.45 -0.18
H 7.7616 -0.3908 -0.4510 0.26 0.25 -0.14
H 6.3902 -3.1653 2.5012 1.04 1.05 0.32
C -7.6498 2.7243 4.6037 -0.17 1.42 0.59
H 2.2599 -0.3653 -4.7532 0.21 0.05 -0.45
H 2.6665 6.4244 1.9727 0.01 0.15 0.60
N 6.5656 -3.5709 1.5930 -1.07 -0.97 1.06
O 5.5945 -1.6661 -6.6093 0.39 -0.03 0.76
H 1.2805 -6.5571 1.2544 -0.68 -0.49 -0.39
H 0.0441 -6.3796 2.5320 0.20 -0.12 0.18
C -7.6684 2.6333 6.1131 0.05 -2.46 0.82
H 1.8826 -6.4187 4.7026 -0.12 -0.25 0.07
C 5.1005 -1.8445 -3.7028 0.09 0.79 -0.35
C 1.1341 4.1131 4.2917 0.19 0.97 -1.65
H 1.4222 2.3803 -1.1888 0.09 -0.40 0.47
H 1.2943 -1.7369 0.1454 0.04 -0.51 0.09
H 6.8999 0.9965 -1.1782 -0.14 -0.13 0.01
H -1.8055 -3.5806 4.7017 -0.45 -0.36 0.38
H -1.6851 -4.6554 2.8569 0.49 0.09 0.29
H 4.0907 -2.7823 -6.0428 -0.21 -0.03 0.51
H -3.8042 -2.4101 0.4512 -0.25 -0.30 0.07
H 0.9154 -1.1169 -5.9184 0.04 -0.51 -0.20
H 4.9295 2.7933 -0.1911 -0.03 -0.30 -0.15
C 5.5000 -1.4969 0.5233 1.71 -0.09 -0.48
O -6.9463 0.3156 4.2019 -0.74 -0.10 0.33
H -5.3719 0.3711 2.8195 -0.09 0.02 -0.06
H 5.4836 -0.8859 1.4258 0.55 -0.10 0.49
C 1.9272 5.4214 3.8961 -1.38 -0.06 -1.74
C 4.2217 -1.0352 -4.7000 0.60 -0.83 0.23
H 2.9140 4.6879 2.0845 0.12 -0.16 0.00
H -5.1025 3.8284 -1.8024 -0.11 0.47 -0.10
O 1.9725 -4.2875 0.6998 -0.08 -0.33 0.20
H -7.7398 1.5638 2.7167 0.57 0.47 -0.11
C 1.0812 -6.6416 2.3227 1.66 0.41 -1.40
H 1.6812 3.2251 3.9751 0.49 -0.09 -0.24
H 0.6076 -4.0435 2.2616 0.21 -0.21 -0.36
H -1.0473 -2.1421 4.3237 0.17 0.66 -0.57
C 2.0663 -5.5902 2.8492 -2.37 0.90 0.88
H 3.1259 3.7945 -2.5094 -0.01 0.29 0.17
H -1.0864 -3.2576 -6.1281 0.10 0.16 -0.35
C 6.0876 -0.4270 -7.0882 -0.75 -0.56 -0.33
H -2.2082 -5.0481 0.5859 -0.06 -0.29 0.00
C 2.2585 2.8881 -0.7084 -0.15 1.41 -0.62
H 3.6521 1.0976 -1.6388 0.17 -0.29 0.22
H -1.0906 -3.3786 1.6692 0.54 0.01 0.49
H -0.8014 -2.3448 -2.7633 -0.26 -0.14 -0.13
H 3.6809 4.7207 4.2118 0.72 -0.09 0.19
C -0.4705 -1.4993 -3.3665 -0.35 0.00 -1.01
C -0.6436 0.0599 0.3889 -0.14 -0.52 0.79
N -1.1081 2.3480 1.0146 0.38 1.35 -0.92
H 2.4885 -4.9428 4.6976 0.00 0.29 0.57
C 6.8796 0.2464 -0.3877 -0.37 -1.02 -0.33
H -5.8551 0.6925 -2.0985 0.07 -0.60 0.03
H -0.9411 -0.6102 -2.9467 0.47 0.22 0.10
C -0.9314 -1.6640 -4.8434 0.66 0.29 -0.22
C -1.9260 -3.7958 2.2315 -0.76 0.50 -0.96
H -3.0732 2.1011 -1.4751 -0.25 -0.30 0.15
H -4.3343 3.6452 -0.2632 0.11 -0.86 0.05
H -1.7059 2.5270 -0.9841 0.25 0.13 0.76
H 4.5114 1.9390 -2.7284 0.41 -0.79 -0.55
H -3.1405 -0.3832 1.7102 0.37 0.09 0.72
H -3.3869 0.8242 0.5517 -0.02 0.24 -0.31
C -2.0239 -2.6187 4.2379 0.52 -0.06 2.12
C -2.9037 0.6627 1.5154 0.54 0.74 -1.47
O 5.6488 3.7192 -1.8589 2.23 1.86 -0.50
C -7.4871 2.1417 -1.0585 0.41 1.36 0.39
H -1.0427 3.6619 5.4636 -0.33 0.26 -0.01
C 6.6346 -2.6552 0.4956 -1.31 2.57 0.18
H 6.6622 -2.8296 -1.7027 -0.30 0.59 0.32
N -0.7735 -3.0845 -5.1835 0.28 0.06 -0.48
C 2.2431 5.4999 2.3652 -0.91 -0.79 0.50
N -4.0616 -4.9213 1.5818 0.25 -0.52 1.14
H 4.4829 -1.8878 0.4969 0.03 -0.36 -0.66

Record 3
66
Properties=species:S:1:pos:R:3:forces:R:3 method="wB97M-V/def2-TZVPD" de_lowest_kj_mol=122.9 e_homo_ev=-1.476 total_charge=-2 spin_multiplicity=1 gap_ev=5.05
N 1.0560 -2.3251 1.6555 0.08 -0.03 0.20
O -0.6083 0.9038 -1.9404 0.06 0.22 0.09
C 1.2327 -3.7673 -2.2545 -0.18 -0.14 -0.07
C -0.3584 1.0291 5.0936 0.03 0.00 0.04
H 2.2789 2.3481 -1.8068 0.03 0.01 -0.01
C -3.8637 -0.3615 -1.5261 0.14 -0.01 0.06
S 2.9207 -4.0940 -2.3861 0.15 0.14 -0.02
H 4.1510 -2.8315 1.4504 -0.02 -0.02 0.01
S -3.3834 1.3582 0.5702 0.02 -0.15 -0.05
H -2.6858 3.2418 -1.2078 -0.02 0.01 -0.01
H -2.9980 -3.5320 0.4910 0.00 0.01 -0.01
O 1.7670 0.9363 0.0634 -0.28 -0.04 0.09
Te 0.4367 -1.8143 -2.4882 0.21 -0.23 -0.33
C 1.4182 -6.1084 -2.0662 -0.11 0.11 0.04
O 3.4241 6.8470 -3.0169 0.08 0.08 -0.01
C 0.9076 -0.7220 3.5673 0.15 -0.20 -0.18
C -1.7606 2.7561 -0.8996 -0.02 -0.37 0.27
C 1.9377 1.9345 0.8477 0.11 0.37 -0.06
C 2.7361 -5.7923 -2.2095 -0.07 -0.02 0.01
O 1.9025 1.9522 2.0727 -0.06 -0.14 0.02
C -3.9371 -1.6117 -2.1217 0.01 0.04 -0.04
C -3.1954 -1.4023 0.5394 -0.02 0.07 -0.12
N -1.9434 1.8741 0.2541 0.41 0.35 -0.12
C 1.4408 -0.2952 4.7786 0.02 0.07 0.09
H -0.5085 -4.9984 -1.9942 0.04 -0.02 -0.01
O -1.2116 2.6361 -3.2083 0.03 0.00 -0.05
O -3.5156 1.0786 1.9902 0.02 0.08 -0.04
H -2.8125 -4.7007 -1.8601 -0.01 0.04 -0.01
H 2.0221 -3.5586 0.2034 0.00 0.03 -0.04
H 2.3996 -0.6708 5.1148 0.00 0.02 -0.01
H -3.8254 -4.0301 -3.1406 0.02 0.00 0.01
H 2.7100 6.5554 0.7637 0.00 -0.01 0.00
C 2.8372 5.6052 -1.1456 0.17 0.48 -0.22
C 2.7242 4.4574 -1.9039 -0.01 -0.17 -0.06
H -2.8983 -1.3080 1.5754 -0.02 0.01 0.02
C -3.6407 -2.7655 -1.4071 0.00 -0.06 -0.01
H 1.0596 -7.1231 -1.9419 0.00 0.02 0.00
H -4.0676 0.5363 -2.0956 -0.06 0.00 0.02
C 0.5682 -4.9591 -2.0929 0.18 -0.08 0.10
N 2.9593 -1.7803 2.7473 -0.01 -0.12 -0.16
C 2.0683 -2.9166 1.0686 -0.07 -0.06 0.00
Sn -0.2646 -0.0486 -0.0356 -0.16 0.04 -0.10
H -1.0527 3.5451 -0.6257 0.01 0.05 0.00
C -0.9047 0.5947 3.8957 0.03 -0.04 -0.04
C 2.4109 3.2705 -1.2564 -0.06 0.04 -0.04
H 2.1618 4.3831 1.9204 0.02 0.00 0.00
C 1.6519 -1.6343 2.6692 -0.15 0.19 0.18
N 3.2061 -2.6161 1.7132 0.08 0.08 0.06
C -1.1627 2.0645 -2.1292 0.02 -0.03 -0.02
O -4.4325 2.1447 -0.0562 -0.01 0.04 0.12
N 0.8051 0.5723 5.5571 0.00 -0.01 -0.07
N 3.1990 6.8800 -1.8230 -0.31 -0.48 0.20
C -3.2624 -2.6438 -0.0740 0.01 -0.01 0.02
H -4.5652 -4.6958 -1.6796 0.00 0.01 0.00
N -0.2759 -0.3047 3.1444 -0.17 0.07 0.05
H -4.2105 -1.6887 -3.1684 0.03 0.00 0.00
C 2.2345 3.2505 0.1229 0.00 -0.09 0.00
C 2.3285 4.4306 0.8528 0.04 0.05 0.01
H 2.8741 4.4987 -2.9724 -0.03 -0.01 0.01
C 2.6298 5.6253 0.2211 -0.02 -0.06 0.18
C -3.7158 -4.1206 -2.0595 0.01 -0.01 0.01
H -0.8788 1.7612 5.7008 0.01 0.00 0.01
O 3.2376 7.8923 -1.1472 0.09 0.07 -0.04
H 3.5863 -6.4570 -2.2263 -0.03 -0.01 0.01
C -3.4939 -0.2546 -0.1918 -0.39 -0.16 0.05
H -1.8501 0.9693 3.5148 0.01 -0.02 0.01

Record 4
40
Properties=species:S:1:pos:R:3:forces:R:3 method="wB97M-V/def2-TZVPD" e_homo_ev="-4.539 / -4.527" s2=0.758 total_charge=-2 spin_multiplicity=2 gap_ev="8.75 / 4.57"
C -27.2564 -16.6149 -5.8843 -1.36 -3.17 1.13
S -31.4679 -18.5478 -3.4983 -0.15 0.71 1.76
F -30.7681 -20.2158 -10.2204 -0.75 -0.13 -0.43
F -33.6149 -20.0277 -4.0984 -0.43 1.33 -0.30
O -27.7249 -19.3258 -5.3829 2.25 2.80 -0.45
F -31.1008 -24.6812 -1.4624 0.56 -0.25 -0.08
O -28.4925 -21.6447 -8.7722 0.03 0.71 -0.30
C -27.2270 -21.7638 -3.2569 1.16 -0.47 1.35
O -31.2576 -17.1264 -3.6096 -0.13 0.15 -0.53
F -29.8584 -22.9305 -1.2850 0.03 0.47 0.19
S -31.3125 -23.1196 -3.6106 0.22 1.13 -1.97
F -31.8096 -19.6270 -8.3070 2.24 -0.43 -1.57
O -32.4748 -22.5007 -3.0327 0.59 -0.41 0.81
O -26.6995 -18.6848 -7.4774 -0.22 0.31 0.13
C -33.1712 -18.7797 -4.3767 2.73 -1.25 0.36
F -28.3537 -16.4099 -6.6162 0.17 0.13 0.09
H -26.9622 -23.3649 -1.8263 -0.22 0.20 0.04
O -30.4581 -19.3156 -4.2468 -2.27 1.61 0.38
F -32.9849 -18.6923 -5.7206 -0.84 0.34 1.15
S -26.7067 -18.5000 -6.0481 1.86 0.44 -0.79
C -30.5851 -19.9294 -8.9527 0.35 0.61 2.20
F -29.7882 -18.8056 -8.9330 -1.20 -1.30 0.38
O -30.6570 -22.5669 -8.1765 0.14 1.41 -0.49
O -27.8901 -20.7420 -2.8307 1.23 -1.64 0.28
O -30.3669 -22.0970 -4.1814 -2.16 -3.65 1.97
O -25.3580 -18.5631 -5.4454 -1.94 0.29 0.01
O -31.6581 -18.9849 -2.1156 -0.14 -0.26 -1.45
F -26.3103 -15.8299 -6.3161 0.68 0.79 0.18
F -27.5918 -16.3832 -4.5756 0.68 0.43 -1.07
C -26.3246 -22.7011 -2.4102 -0.68 0.72 -0.30
Cd -29.0593 -20.6722 -4.7243 -0.47 0.20 -0.42
F -33.9747 -17.8255 -3.8944 -0.27 -0.72 -0.75
H -25.7158 -23.3520 -3.0378 -0.15 0.31 -0.34
O -29.5947 -21.0138 -6.6783 -0.53 0.26 -2.48
C -30.2695 -23.8630 -2.1337 -1.36 0.46 -1.03
O -31.6143 -24.1845 -4.5533 0.94 0.18 1.28
H -25.6656 -22.1636 -1.7284 -0.21 0.24 -0.09
S -29.7363 -21.4384 -8.0840 -0.74 -1.54 0.88
O -27.3939 -21.9955 -4.4731 0.69 -0.72 0.40
F -29.1603 -24.5242 -2.5124 -0.36 -0.27 -0.14